Record 1
Below is a molecular structure, C33H38F6FeN3O4P2S2Si2, with properties calculated with ωB97M-V/def2-TZVPD.

Cartesian coordinates (Å):
Fe -0.73 -0.79 0.61
C -3.22 1.65 -1.68
Si -2.62 -0.09 -1.97
C -3.80 -1.33 -1.22
C -2.45 -0.39 -3.80
N -1.06 -0.24 -1.18
P 0.52 -0.27 -1.64
C 1.52 0.59 -0.51
P 0.80 1.41 0.83
N -0.77 1.03 1.22
Si -1.80 1.21 2.66
C -1.04 0.76 4.29
C -2.32 3.00 2.72
C -3.28 0.15 2.25
C 0.81 3.14 0.32
C 2.02 3.82 0.18
C 2.03 5.11 -0.33
C 0.84 5.72 -0.71
C -0.36 5.04 -0.58
C -0.38 3.75 -0.07
C 1.85 1.25 2.27
C 2.57 0.07 2.44
C 3.30 -0.12 3.60
C 3.32 0.87 4.58
C 2.61 2.04 4.40
C 1.87 2.24 3.25
C 0.77 0.40 -3.28
C 0.69 1.78 -3.46
C 0.82 2.32 -4.73
C 1.05 1.48 -5.81
C 1.14 0.11 -5.64
C 1.00 -0.44 -4.37
C 0.92 -2.04 -1.38
C 0.00 -2.95 -2.11
C 0.46 -3.89 -2.98
C 1.85 -4.05 -3.22
C 2.77 -3.27 -2.51
C 2.36 -2.33 -1.61
H -4.20 1.82 -2.14
H -2.52 2.37 -2.11
H -3.31 1.85 -0.61
H -4.65 -0.84 -0.75
H -3.33 -1.96 -0.47
H -4.19 -1.99 -2.00
H -3.45 -0.44 -4.24
H -1.96 -1.34 -4.01
H -1.90 0.40 -4.31
H -0.55 1.62 4.75
H -0.32 -0.05 4.22
H -1.84 0.43 4.96
H -1.45 3.66 2.70
H -2.87 3.20 3.64
H -2.96 3.26 1.88
H -3.03 -0.90 2.07
H -3.78 0.53 1.36
H -4.00 0.15 3.07
H 2.95 3.34 0.46
H 2.97 5.64 -0.44
H 0.86 6.73 -1.11
H -1.29 5.52 -0.88
H -1.31 3.21 0.03
H 2.54 -0.69 1.68
H 3.86 -1.04 3.74
H 3.89 0.71 5.49
H 2.63 2.81 5.17
H 1.31 3.16 3.11
H 0.54 2.43 -2.60
H 0.76 3.39 -4.87
H 1.15 1.90 -6.80
H 1.32 -0.54 -6.48
H 1.07 -1.51 -4.23
H -1.05 -2.88 -1.88
H -0.24 -4.54 -3.48
H 2.19 -4.81 -3.91
H 3.83 -3.43 -2.65
H 3.07 -1.75 -1.04
F 2.94 -4.96 2.65
C 2.71 -4.44 1.45
F 2.92 -3.13 1.52
F 3.58 -4.96 0.58
S 1.00 -4.84 0.82
O 0.62 -1.95 0.02
O 0.95 -6.29 0.96
N 0.26 -4.17 2.15
S -0.72 -3.03 2.15
O -1.74 -2.90 1.10
O -0.23 -1.64 2.41
C -1.60 -3.41 3.72
F -2.63 -2.56 3.86
F -2.08 -4.64 3.71
F -0.79 -3.25 4.76

Output
HOMO (alpha / beta) (eV): -7.28 / -8.47
LUMO level (alpha / beta) (eV): -1.5 / -1.5
Spin multiplicity: 6
Net charge: 0
Gap between HOMO and LUMO (alpha / beta) (eV): 5.77 / 6.97

***

Record 2
Below is C3H5NO in the gas phase, with properties calculated with ωB97M-V/def2-TZVPD.

Cartesian coordinates (Å):
O 0.36 2.06 1.00
C -0.49 1.21 0.85
N -0.17 -0.09 0.53
C -0.42 -0.98 -0.57
C 0.93 -0.38 -0.33
H -1.57 1.38 1.05
H -0.59 -2.02 -0.28
H -1.05 -0.65 -1.40
H 1.27 0.44 -0.97
H 1.73 -0.96 0.13

Output
HOMO (eV): -9.84
LUMO level (eV): 0.9
Structure (SMILES): O=CN1CC1
Net charge: 0
Energy relative to the best compared isomer or geometry (same formula, charge and spin) (kcal/mol): 32.20
Gap between HOMO and LUMO (eV): 10.78